This record from the OMol25 dataset describes a cluster of 2 separate species, C9H14 in total in a non-equilibrium geometry. The level of theory is ωB97M-V/def2-TZVPD.

E_tot in eV: -9559.3768
Relative energy (zero: lowest compared OMol25 entry of this formula, charge and spin) in kcal/mol: 18.6
Maximum force in eV Å⁻¹: 2.9
Net charge: 0
HOMO-LUMO gap in eV: 10.033
E_HOMO in eV: -9.03
LUMO energy in eV: 1.001

Each line ends with the Mulliken charge.
Geometry (Å):
C: 1.84 2.67 1.06  -1.32
C: 0.65 1.71 1.10  0.95
C: 0.85 0.40 1.54  -0.63
C: -0.22 -0.44 1.72  -0.19
C: -1.57 0.01 1.56  -0.77
C: -1.72 1.30 1.06  -0.23
C: -0.63 2.11 0.82  -0.57
H: 1.63 3.51 0.39  0.37
H: 2.67 2.15 0.61  0.36
H: 1.93 3.16 2.03  0.30
H: 1.85 0.02 1.75  0.34
H: -0.10 -1.46 2.05  0.39
H: -2.31 -0.76 1.43  0.35
H: -2.71 1.74 1.06  0.35
H: -0.76 3.16 0.56  0.30
C: -0.73 -2.72 -1.95  -0.75
C: 0.40 -2.03 -2.71  -0.81
H: -0.65 -3.81 -2.04  0.30
H: -0.99 -2.50 -0.92  0.18
H: -1.67 -2.54 -2.48  0.26
H: 1.29 -1.94 -2.09  0.25
H: 0.82 -2.69 -3.46  0.30
H: 0.13 -1.05 -3.08  0.27